Computed, not measured: a cluster of 33 separate species, C28H102Cl2N3O38S in total at a distorted geometry, with the ωB97M-V functional and the def2-TZVPD basis.

- E_HOMO (eV) = -10.74
- energy (eV) = -148840.21438
- LUMO (Ha) = -0.0947
- HOMO-LUMO gap (eV) = 8.17
- net charge = +1

Each atom is followed by the atoms it is bonded to, with distances in Å.
Geometry (Å):
1 C 2.596 -2.770 -0.745  C2 1.373, H41 1.089, H42 1.087
2 C 1.611 -2.895 0.202  C1 1.373, C3 1.498, H43 1.092
3 C 1.688 -3.877 1.331  C2 1.498, O4 1.203, O5 1.354
4 O 2.028 -4.999 1.060  C3 1.203
5 O 1.316 -3.535 2.587  C3 1.354, C6 1.443
6 C 2.008 -2.387 3.119  O5 1.443, C7 1.523, H44 1.094, H45 1.090
7 C 1.053 -1.294 3.583  C6 1.523, C8 1.551, H46 1.093, H47 1.092
8 C 0.685 -0.299 2.451  C7 1.551, C9 1.533, H48 1.090, H49 1.094
9 C -0.816 -0.031 2.289  C8 1.533, C10 1.541, H50 1.095, H51 1.092
10 C -1.046 0.658 0.930  C9 1.541, C11 1.533, H52 1.092, H53 1.091
11 C -2.378 0.258 0.284  C10 1.533, C12 1.508, H54 1.087, H55 1.091
12 C -2.602 0.938 -1.044  C11 1.508, C13 1.355, N35 1.397
13 C -3.240 2.128 -1.158  C12 1.355, C14 1.493, N21 1.401
14 C -3.769 2.970 -0.044  C13 1.493, C15 1.551, H56 1.092, H57 1.087
15 C -5.311 3.113 0.056  C14 1.551, C16 1.539, H58 1.089, H59 1.091
16 C -5.727 2.800 1.504  C15 1.539, S17 1.784, H60 1.085, H61 1.089
17 S -6.424 1.164 1.646  C16 1.784, O18 1.442, O19 1.440, O20 1.602
18 O -7.141 0.775 0.457  S17 1.442
19 O -5.437 0.213 2.086  S17 1.440
20 O -7.494 1.363 2.822  S17 1.602, H62 0.973
21 N -3.300 2.431 -2.525  C13 1.401, C22 1.473, C25 1.321
22 C -3.916 3.586 -3.199  N21 1.473, C23 1.510, H63 1.089, H64 1.091
23 C -3.788 4.868 -2.412  C22 1.510, N24 1.261, H65 1.093
24 N -2.741 5.569 -2.472  C23 1.261, H66 1.020
25 C -2.713 1.450 -3.188  N21 1.321, C26 1.496, N35 1.351
26 C -2.552 1.301 -4.667  C25 1.496, C27 1.535, H67 1.091, H68 1.091
27 C -1.107 1.219 -5.178  C26 1.535, O28 1.218, C29 1.479
28 O -0.954 0.527 -6.168  C27 1.218
29 C 0.058 1.879 -4.549  C27 1.479, C30 1.399, C34 1.401
30 C 1.316 1.336 -4.833  C29 1.399, C31 1.375, H69 1.081
31 C 2.480 1.844 -4.307  C30 1.375, C32 1.407, H70 1.081
32 C 2.410 2.964 -3.459  C31 1.407, C33 1.392, H71 1.081
33 C 1.165 3.507 -3.155  C32 1.392, C34 1.388, H72 1.080
34 C -0.005 2.979 -3.684  C29 1.401, C33 1.388, H73 1.085
35 N -2.267 0.506 -2.329  C12 1.397, C25 1.351, C36 1.448
36 C -1.600 -0.728 -2.686  N35 1.448, Cl37 1.795, C38 1.548, H74 1.088
37 Cl 0.141 -0.619 -2.264  C36 1.795
38 C -2.172 -2.022 -2.058  C36 1.548, C39 1.544, Cl40 1.784, H75 1.088
39 C -1.935 -3.228 -2.992  C38 1.544, H76 1.091, H77 1.091, H78 1.088
40 Cl -3.915 -1.919 -1.695  C38 1.784
41 H 3.579 -2.431 -0.420  C1 1.089
42 H 2.420 -2.987 -1.796  C1 1.087
43 H 0.743 -2.236 0.136  C2 1.092
44 H 2.743 -1.984 2.416  C6 1.094
45 H 2.579 -2.729 3.982  C6 1.090
46 H 0.166 -1.734 4.045  C7 1.093
47 H 1.556 -0.728 4.370  C7 1.092
48 H 1.177 0.669 2.541  C8 1.090
49 H 1.060 -0.753 1.529  C8 1.094
50 H -1.088 0.687 3.070  C9 1.095
51 H -1.405 -0.943 2.404  C9 1.092
52 H -1.052 1.743 1.050  C10 1.092
53 H -0.244 0.360 0.254  C10 1.091
54 H -2.430 -0.820 0.156  C11 1.087
55 H -3.214 0.504 0.939  C11 1.091
56 H -3.366 3.977 -0.169  C14 1.092
57 H -3.325 2.578 0.868  C14 1.087
58 H -5.606 4.139 -0.159  C15 1.089
59 H -5.826 2.483 -0.670  C15 1.091
60 H -4.878 2.815 2.181  C16 1.085
61 H -6.430 3.525 1.912  C16 1.089
62 H -7.807 0.464 3.022  O20 0.973
63 H -3.368 3.739 -4.128  C22 1.089
64 H -4.939 3.333 -3.482  C22 1.091
65 H -4.641 5.170 -1.798  C23 1.093
66 H -2.877 6.390 -1.883  N24 1.020
67 H -3.052 0.394 -5.009  C26 1.091
68 H -3.019 2.124 -5.210  C26 1.091
69 H 1.369 0.468 -5.476  C30 1.081
70 H 3.452 1.420 -4.514  C31 1.081
71 H 3.332 3.369 -3.065  C32 1.081
72 H 1.082 4.353 -2.488  C33 1.080
73 H -0.974 3.399 -3.435  C34 1.085
74 H -1.613 -0.861 -3.766  C36 1.088
75 H -1.637 -2.233 -1.134  C38 1.088
76 H -1.658 -4.090 -2.384  C39 1.091
77 H -1.121 -3.050 -3.695  C39 1.091
78 H -2.860 -3.506 -3.493  C39 1.088
79 O 1.417 1.682 4.866  H80 0.965, H81 0.966
80 H 1.118 1.239 5.670  O79 0.965
81 H 1.750 2.537 5.167  O79 0.966
82 O 2.765 -1.315 -5.266  H83 0.972, H84 0.963
83 H 2.594 -2.005 -5.929  O82 0.972
84 H 2.132 -1.505 -4.566  O82 0.963
85 O 4.885 1.334 -2.059  H86 0.963, H87 0.968
86 H 4.274 0.632 -2.305  O85 0.963
87 H 5.740 1.043 -2.405  O85 0.968
88 O -5.180 -0.964 -4.584  H89 0.964, H90 0.968
89 H -4.690 -1.131 -3.770  O88 0.964
90 H -4.610 -1.342 -5.268  O88 0.968
91 O 4.841 -2.492 4.835  H92 0.960, H93 0.962
92 H 5.236 -2.685 5.688  O91 0.960
93 H 5.473 -2.845 4.202  O91 0.962
94 O 6.904 -4.245 5.392  H95 0.967, H96 0.964
95 H 6.308 -4.920 5.042  O94 0.967
96 H 7.777 -4.522 5.092  O94 0.964
97 O 4.435 -4.923 3.231  H98 0.964, H99 0.969
98 H 3.671 -4.935 2.644  O97 0.964
99 H 4.516 -5.833 3.556  O97 0.969
100 O -1.228 2.892 5.808  H101 0.963, H102 0.967
101 H -1.779 2.168 5.494  O100 0.963
102 H -0.332 2.643 5.544  O100 0.967
103 O -3.190 0.367 -8.086  H104 0.963, H105 0.967
104 H -2.726 0.180 -7.264  O103 0.963
105 H -2.602 0.015 -8.768  O103 0.967
106 O -9.532 -0.632 -0.517  H107 0.963, H108 0.965
107 H -9.184 -1.368 -0.003  O106 0.963
108 H -8.794 -0.013 -0.580  O106 0.965
109 O 2.116 3.507 2.150  H110 0.962, H111 0.963
110 H 1.842 3.082 2.968  O109 0.962
111 H 2.450 4.364 2.438  O109 0.963
112 O 5.908 -5.403 7.736  H113 0.965, H114 0.967
113 H 6.112 -4.585 7.266  O112 0.965
114 H 4.983 -5.297 7.998  O112 0.967
115 O 7.707 1.851 -2.484  H116 0.964, H117 0.964
116 H 7.646 2.287 -1.626  O115 0.964
117 H 7.749 2.578 -3.116  O115 0.964
118 O 6.010 -8.189 8.085  H119 0.961, H120 0.969
119 H 5.158 -8.540 8.359  O118 0.961
120 H 5.848 -7.258 7.869  O118 0.969
121 O -5.563 1.668 -6.317  H122 0.962, H123 0.964
122 H -6.172 0.977 -6.595  O121 0.962
123 H -4.719 1.391 -6.693  O121 0.964
124 O -7.399 -2.867 -0.790  H125 0.965, H126 0.964
125 H -8.029 -2.589 -1.466  O124 0.965
126 H -7.056 -2.039 -0.433  O124 0.964
127 O 5.124 -7.625 4.237  H128 0.966, H129 0.963
128 H 5.508 -7.777 5.110  O127 0.966
129 H 5.768 -7.990 3.621  O127 0.963
130 O 1.132 -2.355 -7.264  H131 0.971, H132 0.963
131 H 1.074 -2.747 -8.151  O130 0.971
132 H 0.906 -1.430 -7.406  O130 0.963
133 O -4.716 4.164 3.883  H134 0.963, H135 0.967
134 H -4.946 3.744 4.718  O133 0.963
135 H -4.289 4.987 4.156  O133 0.967
136 O 3.527 -3.624 8.666  H137 0.962, H138 0.962
137 H 3.402 -3.268 9.551  O136 0.962
138 H 3.621 -2.845 8.108  O136 0.962
139 O 3.162 4.954 4.487  H140 0.963, H141 0.964
140 H 3.580 4.281 5.034  O139 0.963
141 H 3.818 5.659 4.451  O139 0.964
142 O 8.253 -3.367 8.447  H143 0.967, H144 0.962
143 H 8.535 -4.232 8.773  O142 0.967
144 H 8.206 -3.488 7.494  O142 0.962
145 O 10.382 1.085 -2.132  H146 0.968, H147 0.962
146 H 9.559 1.085 -2.641  O145 0.968
147 H 10.464 0.185 -1.805  O145 0.962
148 O -2.834 5.381 5.852  H149 0.967, H150 0.963
149 H -2.443 4.655 6.358  O148 0.967
150 H -2.125 6.028 5.782  O148 0.963
151 O -0.539 -0.286 -9.295  H152 0.964, H153 0.964
152 H -0.540 0.167 -8.444  O151 0.964
153 H -0.511 0.435 -9.935  O151 0.964
154 O 8.649 -6.643 8.721  H155 0.962, H156 0.968
155 H 9.198 -7.185 9.295  O154 0.962
156 H 7.911 -7.220 8.478  O154 0.968
157 O 0.036 3.798 -0.327  H158 0.968, H159 0.962
158 H 0.617 3.279 0.247  O157 0.968
159 H -0.739 3.242 -0.458  O157 0.962
160 O 1.037 -3.615 -9.944  H161 0.962, H162 0.963
161 H 0.458 -4.341 -10.199  O160 0.962
162 H 1.908 -3.880 -10.258  O160 0.963
163 O -3.424 -2.255 -6.808  H164 0.964, H165 0.964
164 H -4.021 -2.955 -7.094  O163 0.964
165 H -2.566 -2.519 -7.160  O163 0.964
166 O -3.926 5.206 8.554  H167 0.963, H168 0.962
167 H -3.772 5.987 8.011  O166 0.963
168 H -4.813 5.323 8.907  O166 0.962
169 O -3.840 5.974 0.887  H170 0.965, H171 0.963
170 H -4.083 5.546 1.717  O169 0.965
171 H -3.447 6.811 1.158  O169 0.963
172 O 1.043 2.213 -8.147  H173 0.963, H174 0.963
173 H 0.551 1.683 -7.511  O172 0.963
174 H 0.534 3.026 -8.231  O172 0.963